## w
Computed, not measured: a 3-piece molecular cluster, CH4N2O overall, with the ωB97M-V functional and the def2-TZVPD basis.

ORCA input file:
```
! wB97M-V def2-TZVPD RIJCOSX def2/J DEFGRID3
* xyz 0 1
C 0.7868 0.4596 0.0237
H -0.4153 -1.4836 -0.4166
H -2.1998 -0.5633 1.1047
H -1.0488 1.4864 -0.6075
H 1.3325 1.4523 -0.1855
N -1.3796 -0.4645 -0.1994
N -0.5645 0.6049 0.1508
O 1.4025 -0.5791 0.0379
*
```

E_HOMO ... -9.23 eV
LUMO level ... 0.13 eV

## x
Computed, not measured: one molecule with the formula CH4N2O, with the ωB97M-V functional and the def2-TZVPD basis.

ORCA input file:
```
! wB97M-V def2-TZVPD RIJCOSX def2/J DEFGRID3
* xyz 0 1
C 0.3591 0.5205 0.0715
N 1.1953 -0.4917 -0.1239
N -1.0010 -0.1180 -0.5597
O -1.9381 0.0602 0.1775
H 0.1766 0.8727 1.2035
H 0.7395 1.3071 -0.6058
H 1.0968 -1.0664 0.7003
H -0.6281 -1.0844 -0.8634
*
```

E_HOMO (spin up / spin down) ... -9.72 / -9.33 eV
LUMO level (spin up / spin down) ... -0.31 / -1.29 eV

## y
Computed, not measured: one molecule with the formula CH4N2O, with the ωB97M-V functional and the def2-TZVPD basis.

ORCA input file:
```
! wB97M-V def2-TZVPD RIJCOSX def2/J DEFGRID3
* xyz 0 1
H -1.8964 -1.9368 -0.0221
N -1.1094 -1.2893 0.2610
N -0.9226 -0.2660 -0.4319
C 0.2731 0.5790 -0.2742
O 1.4262 0.6515 0.6893
H 0.9427 0.4911 -1.2477
H 0.1513 1.6322 -0.4488
H 1.1350 0.1383 1.4744
*
```

E_HOMO ... -9.45 eV
LUMO level ... 0.46 eV
SMILES ... [H]/N=N/CO

y is preferred energetically. Next in line: 50.4 kcal/mol higher.